Entry 1:
This record from the OMol25 dataset describes the molecule C5H12O at a distorted geometry. The level of theory is ωB97M-V with the def2-TZVPD basis set.

Summary:
Largest force on an atom   1.457 eV Å⁻¹
HOMO level   -6.416 eV
Energy   -272.7757 a.u.
HOMO-LUMO gap   7.17 eV

Each line ends with the Mulliken charge.
Cartesian coordinates (Å):
1 O -0.11 0.03 -1.01  -0.301
2 C 1.91 -0.30 0.37  -1.381
3 C -0.61 -1.38 -0.51  -0.559
4 C -2.05 -1.13 -0.16  -1.015
5 C 0.58 1.86 0.38  -1.479
6 C 0.54 0.36 0.37  0.927
7 H -0.50 -2.01 -1.39  0.155
8 H -0.87 0.58 -1.35  0.379
9 H -2.69 -0.74 -0.98  0.305
10 H -2.19 -0.45 0.70  0.257
11 H -2.45 -2.10 0.14  0.314
12 H 1.04 2.20 1.31  0.415
13 H 1.86 -1.35 0.69  0.370
14 H 2.32 -0.27 -0.64  0.294
15 H 1.15 2.21 -0.47  0.346
16 H 2.59 0.25 1.03  0.391
17 H -0.44 2.25 0.34  0.358
18 H -0.07 -0.02 1.20  0.224

***

Entry 2:
This record from the OMol25 dataset describes a cluster of 3 separate species, C5H12O2 in total at a distorted geometry. The level of theory is ωB97M-V with the def2-TZVPD basis set.

Summary:
Largest force on an atom   1.526 eV Å⁻¹
HOMO level   -8.423 eV
Energy   -348.0760 a.u.
HOMO-LUMO gap   8.89 eV
SMILES string   C=CCC=C.O.O

Each line ends with the Mulliken charge.
Cartesian coordinates (Å):
1 O -0.47 -1.59 2.59  -0.620
2 O 3.68 0.01 2.97  -0.627
3 C -2.27 0.05 -1.19  -0.158
4 C -0.90 0.02 -1.81  -0.378
5 C -2.50 -0.31 0.08  -0.553
6 C 1.18 1.51 -2.02  -0.612
7 C -0.15 1.35 -1.81  -0.343
8 H -3.06 0.19 -1.92  0.329
9 H -0.05 -1.26 3.38  0.305
10 H 0.01 -2.39 2.36  0.298
11 H -3.53 -0.26 0.41  0.246
12 H -0.74 2.15 -1.35  0.326
13 H 1.66 1.04 -2.88  0.267
14 H -0.89 -0.42 -2.83  0.363
15 H 3.65 -0.85 2.56  0.313
16 H -1.72 -0.74 0.70  0.095
17 H -0.33 -0.58 -1.08  0.185
18 H 4.62 0.11 3.15  0.314
19 H 1.82 1.99 -1.30  0.250

***

Entry 3:
This record from the OMol25 dataset describes a structure of composition C5H12O2. The level of theory is ωB97M-V with the def2-TZVPD basis set.

Summary:
Largest force on an atom   0.375 eV Å⁻¹
HOMO level (spin up / spin down)   -7.650 / -7.584 eV
Energy   -348.0202 a.u.
HOMO-LUMO gap (spin up / spin down)   8.19 / 8.11 eV

Each line ends with the Mulliken charge.
Cartesian coordinates (Å):
1 O 1.39 0.62 -0.76  -0.199
2 O -0.80 2.29 0.57  -0.525
3 C -1.37 1.01 0.73  -0.682
4 C 2.70 0.50 -0.81  -0.616
5 C -0.89 0.01 -0.33  0.943
6 C 0.58 -0.26 -0.23  -0.798
7 C -1.67 -1.31 -0.21  -1.567
8 H 3.19 1.32 -1.31  0.223
9 H 0.16 2.19 0.53  0.331
10 H -2.45 1.15 0.65  0.351
11 H -1.09 0.47 -1.31  0.149
12 H -1.35 -2.02 -0.98  0.400
13 H 3.19 -0.05 -0.01  0.352
14 H -1.16 0.60 1.74  0.301
15 H 1.56 -1.56 -1.48  -0.042
16 H 2.27 -1.25 -1.66  0.139
17 H -2.74 -1.14 -0.31  0.399
18 H -1.49 -1.77 0.77  0.343
19 H 0.98 -0.90 0.55  0.496

***

Entry 4:
This record from the OMol25 dataset describes a cluster of 3 separate species, C5H12O2 in total. The level of theory is ωB97M-V with the def2-TZVPD basis set.

Summary:
Largest force on an atom   0.526 eV Å⁻¹
HOMO level   -9.911 eV
Energy   -348.1327 a.u.
HOMO-LUMO gap   10.57 eV
SMILES string   C=CCC.C=O.O

Each line ends with the Mulliken charge.
Cartesian coordinates (Å):
1 O -2.82 0.76 0.80  -0.510
2 O -0.56 0.88 2.48  -0.649
3 C -0.43 0.42 -1.90  -0.938
4 C 1.73 0.02 -0.67  -0.264
5 C 1.92 -0.66 0.68  -1.110
6 C 0.47 -0.40 -1.38  -0.022
7 C -2.45 -0.27 0.28  -0.038
8 H -0.07 1.62 2.10  0.303
9 H -2.96 -0.68 -0.61  0.331
10 H 1.74 1.11 -0.56  0.261
11 H -1.45 0.98 2.11  0.356
12 H -0.33 1.50 -1.82  0.245
13 H -1.30 0.05 -2.43  0.363
14 H 1.88 -1.76 0.58  0.305
15 H 2.90 -0.41 1.11  0.345
16 H 1.15 -0.36 1.39  0.257
17 H 2.58 -0.23 -1.32  0.269
18 H 0.33 -1.48 -1.48  0.311
19 H -1.61 -0.85 0.68  0.186

***

Entry 5:
This record from the OMol25 dataset describes the molecule C5H12O2. The level of theory is ωB97M-V with the def2-TZVPD basis set.

Summary:
Largest force on an atom   0.390 eV Å⁻¹
HOMO level   -9.787 eV
Energy   -348.1586 a.u.
HOMO-LUMO gap   10.81 eV
SMILES string   CO[C@@H](C)CCO

Each line ends with the Mulliken charge.
Cartesian coordinates (Å):
1 O -0.14 -1.08 0.31  -0.470
2 O -2.02 0.74 0.57  -0.548
3 C -0.37 0.68 -1.23  -0.649
4 C -1.62 1.36 -0.64  -0.554
5 C 0.16 -1.58 1.60  -0.781
6 C 1.95 -0.15 -0.47  -1.520
7 C 0.51 0.15 -0.10  0.484
8 H 0.15 -0.78 2.36  0.327
9 H 1.12 -2.11 1.64  0.315
10 H -0.64 -2.29 1.85  0.279
11 H 2.49 -0.48 0.42  0.374
12 H -2.45 1.35 -1.36  0.289
13 H 0.48 0.88 0.73  0.352
14 H 1.98 -0.94 -1.22  0.308
15 H -0.65 -0.17 -1.86  0.281
16 H -1.66 -0.16 0.53  0.423
17 H -1.40 2.41 -0.41  0.312
18 H 2.46 0.74 -0.85  0.422
19 H 0.18 1.38 -1.88  0.355

***

Entry 6:
This record from the OMol25 dataset describes a cluster of 3 separate species, C5H12O2 in total at a distorted geometry. The level of theory is ωB97M-V with the def2-TZVPD basis set.

Summary:
Largest force on an atom   2.458 eV Å⁻¹
HOMO level   -9.152 eV
Energy   -348.1247 a.u.
HOMO-LUMO gap   9.75 eV
SMILES string   C=CC(=C)C.O.O

Each line ends with the Mulliken charge.
Cartesian coordinates (Å):
1 O -1.37 -1.47 -1.45  -0.643
2 O -2.34 -2.21 -4.35  -0.627
3 C -0.62 0.79 2.38  -1.049
4 C 2.67 0.24 0.90  -0.870
5 C 1.50 -0.01 1.49  -0.176
6 C 0.30 0.84 1.42  0.876
7 C 0.16 1.76 0.19  -0.859
8 H -0.44 2.61 0.46  0.340
9 H -2.16 -1.82 -1.08  0.304
10 H 1.50 -0.79 2.23  0.283
11 H -0.85 -1.20 -0.70  0.313
12 H 3.50 -0.47 0.97  0.245
13 H 1.17 2.06 -0.08  0.255
14 H -2.50 -2.08 -3.41  0.348
15 H -1.48 1.43 2.53  0.293
16 H -0.10 1.07 -0.62  0.203
17 H -1.43 -1.96 -4.40  0.301
18 H 3.02 1.05 0.27  0.213
19 H -0.53 0.15 3.26  0.253

***

Entry 7:
This record from the OMol25 dataset describes a cluster of 3 separate species, C5H12O2 in total at a distorted geometry. The level of theory is ωB97M-V with the def2-TZVPD basis set.

Summary:
Largest force on an atom   7.363 eV Å⁻¹
HOMO level   -8.755 eV
Energy   -348.0639 a.u.
HOMO-LUMO gap   9.59 eV
SMILES string   C=CC(=C)C.O.O

Each line ends with the Mulliken charge.
Cartesian coordinates (Å):
1 O 0.60 -4.77 1.71  -0.586
2 O -3.08 -5.41 3.22  -0.619
3 C 0.72 2.60 -0.96  0.723
4 C 2.01 2.70 -1.14  -0.978
5 C 0.03 1.86 -1.85  -0.134
6 C 0.12 3.33 0.27  -1.276
7 C 0.25 0.64 -2.43  -0.824
8 H -0.97 2.26 -2.04  0.239
9 H 0.62 3.88 0.95  0.459
10 H 1.22 -5.40 1.66  0.286
11 H -3.60 -4.82 2.68  0.308
12 H -0.68 2.56 0.76  0.204
13 H -3.03 -4.96 4.05  0.310
14 H 0.53 -4.36 0.89  0.301
15 H 2.49 2.25 -1.92  0.382
16 H 2.65 3.25 -0.42  0.229
17 H 1.11 0.13 -2.35  0.374
18 H -0.57 0.14 -2.93  0.238
19 H -0.40 4.13 -0.14  0.364

***

Entry 8:
This record from the OMol25 dataset describes a cluster of 3 separate species, C5H12O2 in total. The level of theory is ωB97M-V with the def2-TZVPD basis set.

Summary:
Largest force on an atom   0.648 eV Å⁻¹
HOMO level   -9.733 eV
Energy   -348.0638 a.u.
HOMO-LUMO gap   10.68 eV
SMILES string   COCC=O.[H][H].C=C

Each line ends with the Mulliken charge.
Cartesian coordinates (Å):
1 O -1.90 0.06 0.77  -0.288
2 O 0.80 -1.81 -0.50  -0.479
3 C -1.22 -0.54 -0.29  -0.205
4 C -0.07 -1.39 0.22  -0.312
5 C 2.83 -0.17 -0.90  -0.392
6 C 2.83 0.91 -0.13  -0.765
7 C -3.09 0.68 0.36  -0.693
8 H -3.79 -0.06 -0.07  0.293
9 H -0.12 -1.64 1.30  0.453
10 H 2.36 -0.18 -1.88  0.253
11 H -1.88 -1.23 -0.84  0.364
12 H 0.50 0.41 1.30  0.433
13 H 3.27 -1.11 -0.58  0.230
14 H -0.83 0.19 -1.02  0.300
15 H 1.14 0.58 0.97  -0.396
16 H -3.55 1.12 1.25  0.241
17 H -2.91 1.46 -0.39  0.293
18 H 2.36 1.84 -0.44  0.325
19 H 3.26 0.89 0.87  0.344

***

Entry 9:
This record from the OMol25 dataset describes the molecule C5H12O2. The level of theory is ωB97M-V with the def2-TZVPD basis set.

Summary:
Largest force on an atom   0.422 eV Å⁻¹
HOMO level   -9.830 eV
Energy   -348.1606 a.u.
HOMO-LUMO gap   10.78 eV
SMILES string   COC[C@@H](C)CO

Each line ends with the Mulliken charge.
Cartesian coordinates (Å):
1 O -0.06 -2.38 -0.31  -0.575
2 O -1.30 0.03 -0.78  -0.335
3 C 0.73 -1.57 0.53  -0.676
4 C 2.06 0.56 0.77  -1.582
5 C 0.98 -0.16 -0.04  0.688
6 C -0.29 0.69 -0.05  -0.732
7 C -2.48 0.78 -0.98  -0.807
8 H 3.00 0.00 0.75  0.400
9 H -0.81 -1.83 -0.58  0.423
10 H 1.75 0.67 1.82  0.354
11 H -0.62 0.87 0.98  0.322
12 H -3.31 0.37 -0.38  0.275
13 H -0.09 1.67 -0.51  0.423
14 H 2.25 1.56 0.37  0.403
15 H -2.72 0.76 -2.04  0.245
16 H 1.32 -0.29 -1.07  0.205
17 H -2.35 1.83 -0.68  0.351
18 H 1.68 -2.09 0.66  0.342
19 H 0.28 -1.47 1.54  0.279

***

Entry 10:
This record from the OMol25 dataset describes a cluster of 2 separate species, C5H12O2 in total at a distorted geometry. The level of theory is ωB97M-V with the def2-TZVPD basis set.

Summary:
Largest force on an atom   2.879 eV Å⁻¹
HOMO level   -9.713 eV
Energy   -348.1417 a.u.
HOMO-LUMO gap   10.53 eV
SMILES string   CCCCC=O.O

Each line ends with the Mulliken charge.
Cartesian coordinates (Å):
1 O -1.98 -0.17 -0.69  -0.469
2 O -0.45 -3.23 0.02  -0.627
3 C 0.27 0.14 0.80  0.750
4 C -0.28 1.53 -1.24  -0.544
5 C -1.57 0.66 -1.47  -0.036
6 C 0.41 1.46 0.13  -0.562
7 C 1.43 -0.50 1.53  -1.390
8 H 0.40 1.18 -2.03  0.265
9 H -0.09 -0.64 0.15  -0.673
10 H 1.81 0.15 2.36  0.368
11 H 1.50 1.60 0.01  0.261
12 H 0.07 2.31 0.71  0.302
13 H -0.60 0.10 1.48  0.330
14 H 2.31 -0.64 0.89  0.355
15 H -0.63 2.54 -1.44  0.372
16 H -0.45 -2.31 -0.34  0.236
17 H 1.13 -1.38 2.09  0.379
18 H -2.28 0.83 -2.30  0.401
19 H -1.00 -3.62 -0.66  0.281